No. 1
The following is a DFT calculation (ωB97M-V/def2-TZVPD) of a 4-piece molecular cluster, C15H38FO16P3 overall at a distorted geometry.

Calculated values
Structure (SMILES): O=C(OCCF)OCCCO.COP(=O)(OC)OC.COP(=O)(OC)OC.COP(=O)(OC)OC
E_LUMO (eV): 0.70
Kohn-Sham gap (eV): 11.001

Structure (XYZ):
```
73
C15H38FO16P3 ωB97M-V/def2-TZVPD
O -3.32 -2.27 -0.49
C -3.23 -1.51 0.38
O -2.04 -1.23 0.97
C -1.40 -0.06 0.49
C -1.32 0.03 -1.02
F -0.62 1.17 -1.31
O -4.23 -0.92 1.00
C -5.46 -0.89 0.26
C -5.59 0.28 -0.71
C -4.88 1.52 -0.26
O -5.31 1.94 1.02
H -0.38 -0.10 0.85
H -1.81 0.84 0.93
H -0.74 -0.80 -1.40
H -2.27 0.10 -1.52
H -5.68 -1.82 -0.22
H -6.23 -0.75 1.00
H -5.19 -0.05 -1.66
H -6.64 0.48 -0.88
H -3.83 1.30 -0.21
H -4.99 2.29 -1.02
H -4.52 2.17 1.52
C -8.62 -3.83 -4.36
O -7.91 -2.65 -3.95
P -6.70 -2.12 -4.82
O -6.11 -0.89 -4.32
O -7.27 -2.04 -6.31
C -8.25 -1.04 -6.59
O -5.73 -3.37 -4.90
C -4.55 -3.24 -5.70
H -9.64 -3.54 -4.63
H -8.15 -4.32 -5.20
H -8.66 -4.51 -3.52
H -8.22 -0.24 -5.85
H -9.24 -1.50 -6.59
H -8.04 -0.62 -7.57
H -4.24 -2.20 -5.81
H -4.74 -3.66 -6.69
H -3.75 -3.80 -5.22
C 4.72 0.93 5.12
O 3.59 1.78 4.87
P 2.63 1.47 3.66
O 1.50 2.38 3.54
O 2.23 -0.06 3.83
C 1.39 -0.41 4.93
O 3.61 1.44 2.42
C 3.05 1.07 1.14
H 4.56 0.42 6.07
H 4.86 0.19 4.34
H 5.61 1.55 5.19
H 0.84 0.45 5.30
H 2.00 -0.83 5.73
H 0.68 -1.16 4.59
H 1.99 1.29 1.10
H 3.22 0.01 0.97
H 3.56 1.65 0.37
C 6.70 2.41 2.44
O 7.40 1.17 2.63
P 8.78 0.93 1.89
O 9.41 -0.34 2.22
O 9.66 2.22 2.21
C 10.12 2.39 3.55
O 8.41 1.14 0.37
C 9.48 1.07 -0.59
H 6.69 2.95 3.39
H 7.16 3.04 1.68
H 5.67 2.18 2.16
H 10.11 1.44 4.10
H 9.49 3.11 4.06
H 11.14 2.76 3.51
H 10.31 0.46 -0.21
H 9.84 2.08 -0.80
H 9.09 0.63 -1.50
```

No. 2
The following is a DFT calculation (ωB97M-V/def2-TZVPD) of a 13-piece molecular cluster, C35H94N2O37S11 overall at a distorted geometry.

Calculated values
<S²>: 0.75
Multiplicity: 2
E_LUMO (spin up / spin down) (eV): 1.08 / 1.08
Net charge: -1
Kohn-Sham gap (spin up / spin down) (eV): 1.879 / 5.693

Structure (XYZ):
```
179
C35H94N2O37S11 ωB97M-V/def2-TZVPD
C 1.19 -5.28 -1.35
N 0.95 -6.69 -0.84
O 0.85 -7.65 -1.60
O 0.85 -6.83 0.32
H 0.22 -5.02 -1.77
H 1.94 -5.37 -2.13
H 1.45 -4.59 -0.55
C -3.76 -3.36 3.54
N -4.80 -2.69 2.75
O -5.86 -2.42 3.41
O -4.53 -2.30 1.64
H -3.81 -3.10 4.59
H -2.80 -3.30 3.01
H -4.13 -4.39 3.50
O -2.15 3.34 -3.66
S -0.69 3.37 -3.49
O 0.18 3.81 -4.57
O -0.34 4.25 -2.14
C 0.86 4.96 -2.11
C 1.24 5.06 -0.64
C -0.10 1.80 -2.93
H 0.69 5.98 -2.47
H 1.70 4.58 -2.70
H 0.37 5.59 -0.27
H 2.17 5.61 -0.46
H 1.20 4.12 -0.09
H -0.42 1.67 -1.89
H 0.99 1.82 -2.85
H -0.53 1.03 -3.56
O 9.10 0.45 -2.95
S 8.45 1.55 -3.71
O 8.34 1.50 -5.17
O 6.99 1.82 -3.06
C 6.93 2.11 -1.66
C 5.48 2.53 -1.34
C 9.36 3.07 -3.23
H 7.43 3.06 -1.45
H 7.35 1.34 -1.02
H 4.86 1.63 -1.38
H 5.03 3.29 -1.97
H 5.31 2.90 -0.33
H 8.66 3.90 -3.33
H 10.24 3.23 -3.85
H 9.81 2.93 -2.25
O 3.45 -4.37 -3.76
S 4.00 -3.19 -4.42
O 5.23 -3.20 -5.14
O 2.74 -2.59 -5.36
C 1.44 -2.61 -4.75
C 0.59 -1.65 -5.56
C 4.10 -1.80 -3.10
H 1.30 -2.29 -3.72
H 1.00 -3.58 -4.95
H 0.95 -0.64 -5.39
H -0.47 -1.71 -5.32
H 0.73 -1.86 -6.62
H 3.05 -1.62 -2.83
H 4.61 -1.03 -3.68
H 4.71 -2.21 -2.30
O 7.05 5.41 3.12
S 6.91 3.98 3.20
O 7.14 3.24 4.44
O 5.39 3.57 2.60
C 4.99 2.17 2.53
C 3.52 2.28 2.28
C 8.01 3.20 1.93
H 5.20 1.55 3.40
H 5.52 1.70 1.70
H 3.26 1.25 2.00
H 3.17 2.98 1.52
H 2.89 2.37 3.16
H 9.00 3.05 2.37
H 8.02 3.73 0.99
H 7.58 2.24 1.64
O -0.42 -2.40 -1.25
S -1.08 -1.76 -0.06
O -1.46 -2.50 1.13
O -0.32 -0.38 0.49
C 1.08 -0.38 0.74
C 1.93 0.26 -0.38
C -2.63 -0.87 -0.69
H 1.50 -1.37 0.94
H 1.24 0.20 1.65
H 1.52 -0.03 -1.35
H 2.98 0.02 -0.28
H 1.82 1.35 -0.42
H -3.44 -0.85 0.05
H -2.82 -1.26 -1.69
H -2.21 0.13 -0.74
O 2.29 -0.50 3.98
S 3.43 -1.37 3.73
O 4.11 -1.42 2.42
O 4.53 -0.98 4.89
C 5.70 -1.82 5.00
C 6.76 -0.99 5.64
C 3.03 -3.03 4.33
H 6.12 -2.23 4.09
H 5.40 -2.67 5.61
H 7.39 -0.57 4.86
H 7.22 -1.62 6.39
H 6.49 -0.04 6.09
H 3.88 -3.70 4.18
H 2.15 -3.42 3.81
H 2.86 -3.03 5.40
O -1.20 -7.38 3.37
S -0.98 -6.05 3.93
O -1.96 -5.20 4.65
O 0.40 -6.11 4.80
C 0.42 -5.75 6.19
C 1.79 -5.93 6.85
C -0.18 -4.94 2.67
H -0.32 -6.41 6.65
H 0.07 -4.72 6.26
H 1.85 -5.70 7.91
H 2.45 -5.23 6.35
H 2.09 -6.97 6.72
H -0.16 -3.96 3.14
H -0.74 -4.89 1.74
H 0.79 -5.35 2.38
O -7.84 -2.46 -0.38
S -7.41 -1.02 -0.45
O -6.18 -0.61 -1.10
O -8.64 -0.10 -1.14
C -9.98 -0.45 -0.87
C -10.78 -0.39 -2.17
C -7.42 -0.29 1.24
H -10.45 0.18 -0.11
H -9.99 -1.39 -0.33
H -10.22 -0.92 -2.94
H -10.90 0.62 -2.56
H -11.79 -0.79 -2.04
H -6.53 -0.63 1.76
H -8.36 -0.63 1.67
H -7.41 0.80 1.14
O -4.86 2.25 1.23
S -4.97 3.14 0.11
O -6.24 3.66 -0.37
O -3.88 4.40 0.24
C -3.71 5.35 -0.71
C -3.42 6.66 0.06
C -4.11 2.25 -1.26
H -4.65 5.46 -1.25
H -2.98 5.03 -1.45
H -3.61 7.40 -0.72
H -2.39 6.84 0.34
H -4.03 6.88 0.94
H -4.08 2.84 -2.17
H -4.65 1.31 -1.33
H -3.07 2.15 -0.92
O 0.50 2.67 2.12
S -0.92 2.88 1.77
O -1.35 3.01 0.38
O -1.84 1.61 2.41
C -1.45 1.01 3.61
C -2.71 0.32 4.29
C -1.55 4.28 2.76
H -0.92 1.67 4.30
H -0.66 0.34 3.28
H -2.47 -0.27 5.18
H -3.20 -0.44 3.68
H -3.40 1.05 4.72
H -0.83 4.59 3.52
H -2.57 4.11 3.08
H -1.57 5.14 2.09
O -2.73 -0.04 -3.98
S -4.08 -0.01 -4.52
O -4.92 1.20 -4.33
O -4.04 -0.34 -6.19
C -5.34 -0.34 -6.81
C -5.47 0.58 -7.98
C -5.02 -1.53 -4.00
H -6.26 -0.24 -6.23
H -5.56 -1.29 -7.29
H -6.38 0.35 -8.53
H -4.64 0.34 -8.65
H -5.37 1.61 -7.63
H -4.34 -2.09 -3.35
H -5.18 -2.25 -4.80
H -5.94 -1.33 -3.46
```